No. 1
C37H75I2N5O3Si as an isolated structure, computed with wB97M-V/def2-TZVPD.

## Properties
**Energy**: -2838.95487 Ha
**Max |F|**: 5.145 eV/Å
**Lowest unoccupied orbital energy**: -1.2 eV

Geometry (Å):
C  4.83  -1.55  -2.21
Si  4.86  -0.26  -3.65
C  4.06  -1.12  -5.16
C  6.72  0.16  -4.02
O  4.01  1.13  -3.06
C  4.09  2.27  -3.95
C  2.56  2.82  -4.21
C  1.59  1.87  -3.33
C  1.29  2.13  -1.82
C  0.36  1.14  -1.04
I  -0.12  1.39  1.05
C  -0.18  -0.06  -1.86
C  0.06  -0.36  -3.36
C  0.97  0.66  -4.07
C  -0.65  -1.69  -3.86
O  -0.75  -2.20  -5.00
N  -1.18  -2.23  -2.57
I  0.06  -3.89  -2.34
C  -1.10  -1.28  -1.42
O  -1.63  -1.37  -0.29
H  5.14  -1.01  -1.25
H  3.76  -1.97  -2.09
H  5.53  -2.40  -2.52
H  2.94  -0.94  -5.29
H  4.18  -2.26  -5.00
H  4.62  -0.89  -6.14
H  6.92  1.15  -3.46
H  7.33  -0.70  -3.56
H  6.87  0.25  -5.15
H  4.65  2.07  -4.92
H  4.60  3.11  -3.35
H  2.35  2.67  -5.32
H  2.49  3.91  -3.92
H  1.78  3.05  -1.35
H  1.22  0.47  -5.18
C  -3.47  -5.49  -2.30
C  -3.26  -7.00  -2.27
N  -3.31  -7.57  -0.93
C  -2.83  -8.95  -0.87
C  -3.61  -10.01  -1.64
C  -4.53  -7.31  -0.17
C  -5.86  -7.74  -0.77
H  -2.77  -4.98  -1.64
H  -3.31  -5.11  -3.31
H  -4.49  -5.21  -2.01
H  -2.26  -7.19  -2.69
H  -3.98  -7.47  -2.95
H  -2.75  -9.26  0.18
H  -1.80  -8.96  -1.25
H  -4.55  -10.27  -1.14
H  -3.03  -10.93  -1.70
H  -3.84  -9.71  -2.66
H  -4.58  -6.23  0.03
H  -4.44  -7.75  0.83
H  -5.95  -7.48  -1.83
H  -6.68  -7.25  -0.25
H  -6.02  -8.82  -0.67
C  3.22  6.47  4.26
C  2.27  5.29  4.09
N  2.43  4.24  5.09
C  1.73  3.01  4.75
C  0.21  3.05  4.68
C  2.33  4.66  6.48
C  1.04  5.34  6.92
H  4.26  6.13  4.29
H  3.11  7.16  3.42
H  3.01  7.03  5.18
H  2.46  4.87  3.09
H  1.24  5.67  4.06
H  2.03  2.22  5.45
H  2.10  2.67  3.77
H  -0.24  3.09  5.68
H  -0.17  2.14  4.21
H  -0.16  3.89  4.10
H  3.16  5.34  6.70
H  2.52  3.80  7.13
H  0.69  6.10  6.22
H  1.20  5.84  7.89
H  0.23  4.62  7.07
C  -3.92  3.17  12.22
C  -2.91  2.60  11.23
N  -2.34  3.60  10.33
C  -1.60  3.01  9.21
C  -0.34  2.22  9.53
C  -1.71  4.75  10.95
C  -0.56  4.49  11.92
H  -4.71  3.71  11.70
H  -4.38  2.36  12.79
H  -3.45  3.84  12.94
H  -3.43  1.84  10.64
H  -2.12  2.07  11.79
H  -1.35  3.80  8.49
H  -2.29  2.35  8.66
H  0.49  2.87  9.80
H  -0.02  1.66  8.65
H  -0.49  1.49  10.33
H  -2.48  5.31  11.49
H  -1.36  5.44  10.18
H  -0.77  3.68  12.62
H  -0.37  5.39  12.52
H  0.37  4.26  11.40
C  0.09  0.43  -11.83
C  0.33  -0.61  -10.74
N  0.43  -0.05  -9.40
C  0.94  -1.00  -8.41
C  0.10  -2.24  -8.11
C  -0.71  0.75  -8.96
C  -2.09  0.10  -8.95
H  0.85  1.21  -11.80
H  0.14  -0.05  -12.82
H  -0.90  0.89  -11.74
H  1.28  -1.11  -10.99
H  -0.45  -1.38  -10.81
H  1.14  -0.47  -7.48
H  1.93  -1.34  -8.76
H  -0.77  -2.00  -7.50
H  0.70  -2.95  -7.54
H  -0.23  -2.75  -9.02
H  -0.76  1.64  -9.60
H  -0.50  1.15  -7.96
H  -2.29  -0.47  -9.86
H  -2.86  0.87  -8.87
H  -2.21  -0.56  -8.09

Results of the Löwdin charge analysis, in e, for atoms 1 through 99: C -0.193; Si 0.469; C -0.180; C -0.187; O -0.290; C -0.239; C -0.107; C -0.137; C -0.024; C -0.571; I 0.860; C -0.085; C -0.029; C 0.043; C -0.481; O 0.026; N -0.366; I 1.002; C -0.439; O 0.016; H 0.044; H 0.037; H 0.040; H 0.013; H 0.053; H 0.045; H 0.048; H 0.041; H 0.037; H 0.116; H 0.127; H 0.110; H 0.112; H 0.106; H 0.096; C -0.113; C -0.272; N -0.193; C -0.254; C -0.092; C -0.249; C -0.089; H 0.029; H 0.073; H 0.067; H 0.114; H 0.098; H 0.111; H 0.107; H 0.054; H 0.070; H 0.067; H 0.103; H 0.114; H 0.068; H 0.072; H 0.053; C -0.093; C -0.273; N -0.192; C -0.249; C -0.099; C -0.245; C -0.082; H 0.079; H 0.072; H 0.064; H 0.117; H 0.099; H 0.113; H 0.098; H 0.051; H 0.037; H 0.069; H 0.102; H 0.114; H 0.070; H 0.074; H 0.035; C -0.093; C -0.274; N -0.192; C -0.252; C -0.087; C -0.247; C -0.087; H 0.079; H 0.073; H 0.064; H 0.118; H 0.098; H 0.093; H 0.111; H 0.053; H 0.068; H 0.068; H 0.101; H 0.113; H 0.068

No. 2
A 6-piece molecular cluster, C37H78ClF3N5O7P overall, computed with wB97M-V/def2-TZVPD.

## Properties
**Energy**: -3357.23995 Ha
**Total charge**: +2
**Max |F|**: 3.888 eV/Å
**Lowest unoccupied orbital energy**: -4.5 eV

Geometry (Å):
C  -15.87  10.98  17.72
O  -15.77  11.04  16.27
O  -15.21  11.94  18.23
C  -17.33  10.85  18.22
F  -18.09  11.67  17.41
F  -17.85  9.61  17.97
F  -17.60  11.15  19.47
C  -16.41  10.07  15.50
C  -16.22  10.49  14.04
H  -16.81  9.90  13.34
H  -16.44  11.56  14.00
H  -15.16  10.43  13.78
H  -17.49  9.94  15.65
H  -15.88  9.11  15.63
H  -15.37  10.00  17.99
Cl  -12.01  11.36  13.65
O  -11.66  10.50  12.52
O  -12.85  10.80  14.67
O  -10.84  11.85  14.36
O  -12.82  12.44  13.10
C  -7.89  13.78  14.97
C  -7.24  14.17  16.30
N  -6.45  13.05  16.84
C  -6.89  12.21  17.83
C  -6.02  11.18  17.94
N  -5.06  11.40  16.98
C  -5.30  12.55  16.38
C  -3.86  10.58  16.86
H  -7.19  13.51  14.18
H  -8.56  14.59  14.68
H  -8.57  12.93  15.12
H  -8.05  14.28  17.01
H  -6.65  15.07  16.17
H  -7.82  12.37  18.36
H  -5.95  10.42  18.70
H  -4.69  13.00  15.61
H  -4.10  9.53  16.97
H  -3.14  10.87  17.63
H  -3.36  10.80  15.92
C  -16.58  10.57  5.34
C  -16.05  11.91  5.87
N  -16.11  11.91  7.35
C  -16.87  12.74  8.15
C  -16.50  12.50  9.42
N  -15.47  11.59  9.41
C  -15.32  11.20  8.15
C  -14.72  11.11  10.58
H  -16.16  10.32  4.37
H  -17.66  10.66  5.21
H  -16.36  9.76  6.03
H  -16.67  12.73  5.53
H  -15.01  12.08  5.60
H  -17.60  13.40  7.71
H  -16.87  12.88  10.36
H  -14.69  10.40  7.77
H  -15.34  10.44  11.17
H  -14.61  11.99  11.21
H  -13.74  10.79  10.26
C  -8.00  10.05  12.77
C  -7.47  9.47  14.08
C  -8.14  8.16  14.41
C  -9.64  8.30  14.67
P  -10.63  6.84  14.95
C  -10.74  5.89  13.43
C  -11.92  4.93  13.25
C  -11.99  4.40  11.82
C  -12.74  5.38  10.91
C  -9.87  5.87  16.27
C  -10.51  4.50  16.60
C  -9.58  3.57  17.35
C  -10.23  2.24  17.72
C  -12.29  7.39  15.41
C  -12.50  8.29  16.64
C  -12.33  7.67  18.00
C  -12.37  8.64  19.16
H  -7.32  10.70  12.23
H  -8.93  10.61  12.91
H  -8.42  9.27  12.13
H  -7.56  10.21  14.88
H  -6.38  9.33  13.98
H  -7.58  7.67  15.22
H  -8.00  7.37  13.66
H  -10.06  8.75  13.76
H  -9.83  9.03  15.46
H  -9.76  5.42  13.30
H  -10.88  6.71  12.71
H  -12.83  5.36  13.67
H  -11.91  4.06  13.91
H  -12.64  3.53  11.85
H  -10.99  4.15  11.46
H  -12.18  6.29  10.66
H  -13.70  5.60  11.37
H  -12.89  4.96  9.91
H  -9.48  6.45  17.10
H  -9.02  5.51  15.65
H  -10.77  3.99  15.67
H  -11.44  4.76  17.11
H  -9.06  3.94  18.25
H  -8.69  3.46  16.72
H  -10.28  1.56  16.85
H  -11.27  2.33  17.99
H  -9.59  1.74  18.44
H  -12.75  6.41  15.61
H  -12.77  7.85  14.54
H  -13.35  8.97  16.55
H  -11.71  9.05  16.53
H  -11.54  6.91  18.07
H  -13.08  6.87  18.17
H  -13.18  9.37  19.02
H  -11.43  9.20  19.15
H  -12.55  8.18  20.13
C  -10.80  12.95  9.66
N  -9.38  13.34  9.86
C  -9.20  14.77  9.45
C  -9.05  13.12  11.31
C  -8.51  12.46  8.96
C  -7.01  12.62  9.09
O  -6.56  11.84  10.19
H  -10.98  11.91  9.94
H  -11.11  13.20  8.65
H  -11.37  13.52  10.40
H  -9.82  14.91  8.57
H  -8.16  15.04  9.42
H  -9.68  15.39  10.21
H  -9.59  13.87  11.88
H  -7.99  13.16  11.50
H  -9.38  12.10  11.51
H  -8.82  12.74  7.95
H  -8.94  11.46  9.07
H  -6.74  13.67  9.14
H  -6.52  12.23  8.19
H  -5.72  12.19  10.51

Results of the Löwdin charge analysis, in e, for atoms 1 through 99: C -0.594; O -0.099; O -0.152; C -0.537; F 0.089; F 0.073; F 0.165; C -0.310; C -0.096; H 0.060; H 0.081; H 0.033; H 0.107; H 0.107; H 0.118; Cl 0.639; O -0.410; O -0.318; O -0.380; O -0.377; C -0.063; C -0.131; N -0.036; C 0.008; C 0.007; N -0.088; C -0.019; C 0.027; H 0.068; H 0.090; H 0.067; H 0.133; H 0.133; H 0.151; H 0.146; H 0.174; H 0.105; H 0.111; H 0.102; C -0.049; C -0.138; N -0.058; C 0.015; C 0.008; N -0.072; C -0.040; C 0.042; H 0.085; H 0.086; H 0.072; H 0.127; H 0.124; H 0.143; H 0.151; H 0.170; H 0.101; H 0.096; H 0.092; C -0.103; C -0.249; C -0.254; C -0.260; P 0.993; C -0.253; C -0.252; C -0.242; C -0.108; C -0.268; C -0.245; C -0.272; C -0.096; C -0.242; C -0.227; C -0.283; C -0.078; H 0.049; H 0.035; H 0.089; H 0.097; H 0.105; H 0.108; H 0.114; H 0.080; H 0.108; H 0.109; H 0.102; H 0.106; H 0.102; H 0.113; H 0.113; H 0.062; H 0.079; H 0.072; H 0.109; H 0.092; H 0.099; H 0.111; H 0.113; H 0.112

No. 3
A 10-piece molecular cluster, C37H80F10N10O23S10 overall, computed with wB97M-V/def2-TZVPD.

## Properties
**2S+1**: 2
**Energy**: -8715.14216 Ha
**Total charge**: +1
**Max |F|**: 13.148 eV/Å
**Lowest unoccupied orbital energy (spin up / spin down)**: -5.3 / -8.3 eV

Geometry (Å):
C  3.23  3.94  3.58
C  4.18  5.11  3.73
O  5.07  5.03  4.57
N  3.98  6.32  2.78
H  3.51  6.31  1.89
H  3.53  7.04  3.33
C  5.35  7.05  2.51
H  2.17  4.19  3.51
H  3.23  3.40  4.53
H  3.44  3.30  2.73
H  5.72  7.17  3.52
H  5.08  8.02  2.09
H  5.93  6.37  1.88
C  -0.35  -0.69  -2.02
C  0.98  -1.03  -1.25
C  2.05  -1.50  -2.38
C  3.56  -1.70  -1.91
C  3.75  -0.99  -0.57
C  3.09  0.43  -0.42
N  1.60  0.21  -0.59
O  0.83  1.37  -0.58
C  3.61  1.46  -1.53
C  3.35  0.80  1.12
C  0.66  -2.15  -0.18
H  -1.03  -0.28  -1.27
H  -0.57  -1.57  -2.62
H  -0.32  0.16  -2.71
H  1.95  -0.70  -3.11
H  1.69  -2.43  -2.83
H  4.12  -1.36  -2.78
H  3.84  -2.75  -1.76
H  4.82  -0.97  -0.36
H  3.42  -1.70  0.19
H  3.55  1.00  -2.52
H  4.70  1.47  -1.46
H  3.31  2.50  -1.65
H  4.34  0.63  1.56
H  2.62  0.26  1.72
H  3.22  1.86  1.34
H  0.50  -3.13  -0.62
H  -0.23  -1.78  0.31
H  1.31  -2.28  0.68
C  -7.27  -5.12  -2.81
C  -5.88  -4.96  -2.09
C  -4.72  -5.15  -3.08
C  -3.36  -4.65  -2.56
C  -3.47  -3.19  -2.06
C  -4.64  -2.86  -0.95
N  -5.92  -3.55  -1.47
O  -7.00  -3.40  -0.56
C  -4.80  -1.38  -0.88
C  -4.22  -3.41  0.53
C  -5.69  -6.01  -0.93
H  -7.27  -5.71  -3.73
H  -7.73  -4.21  -3.19
H  -8.00  -5.39  -2.04
H  -5.07  -4.51  -3.90
H  -4.55  -6.14  -3.50
H  -2.70  -4.59  -3.42
H  -2.78  -5.33  -1.92
H  -3.60  -2.53  -2.92
H  -2.54  -2.85  -1.62
H  -4.94  -0.95  -1.87
H  -4.00  -0.83  -0.39
H  -5.61  -0.95  -0.30
H  -4.07  -4.48  0.60
H  -4.91  -3.15  1.33
H  -3.21  -3.04  0.70
H  -4.68  -5.88  -0.53
H  -5.60  -6.97  -1.43
H  -6.43  -5.97  -0.12
C  -2.65  7.22  -3.62
C  -3.41  6.25  -2.75
C  -2.44  5.55  -1.74
N  -3.06  4.28  -1.15
C  -2.21  3.80  0.07
C  -4.55  4.56  -0.66
C  -5.51  3.76  -1.40
C  -4.66  2.82  -2.27
C  -3.12  3.16  -2.23
H  -2.73  8.20  -3.14
H  -3.10  7.45  -4.59
H  -1.68  6.86  -3.96
H  -3.87  5.50  -3.40
H  -4.19  6.82  -2.25
H  -2.34  6.26  -0.92
H  -1.52  5.10  -2.10
H  -2.79  3.04  0.59
H  -1.93  4.67  0.66
H  -1.38  3.22  -0.34
H  -4.63  4.32  0.40
H  -4.82  5.61  -0.56
H  -6.29  3.24  -0.84
H  -6.12  4.36  -2.08
H  -4.69  1.82  -1.83
H  -5.11  2.88  -3.26
H  -2.47  2.32  -1.97
H  -2.83  3.47  -3.24
C  1.02  -2.10  8.10
C  0.17  -3.02  7.08
C  0.50  -3.02  5.55
N  -0.44  -3.74  4.57
C  -1.67  -2.86  4.42
C  -0.85  -5.23  4.92
C  -1.29  -5.77  3.54
C  -0.29  -5.20  2.61
C  0.32  -3.90  3.22
H  1.82  -2.79  8.38
H  0.40  -1.85  8.96
H  1.35  -1.25  7.50
H  -0.84  -2.65  7.25
H  0.22  -4.06  7.42
H  1.39  -3.65  5.66
H  0.86  -2.11  5.09
H  -2.23  -3.27  3.59
H  -1.36  -1.84  4.20
H  -2.36  -2.97  5.26
H  -1.67  -5.20  5.64
H  0.04  -5.78  5.23
H  -2.26  -5.34  3.30
H  -1.39  -6.86  3.61
H  -0.67  -4.92  1.63
H  0.47  -5.93  2.34
H  0.26  -2.91  2.75
H  1.32  -4.10  3.62
N  2.96  6.25  0.32
S  1.78  5.53  -0.39
O  1.64  4.05  -0.11
O  0.98  6.11  -1.48
F  0.72  6.02  0.65
S  3.73  6.21  -1.23
O  3.65  7.41  -2.11
O  3.81  4.95  -1.95
F  5.25  6.34  -0.66
N  -0.46  -0.38  2.44
S  -1.76  0.22  2.08
O  -1.98  0.76  0.71
O  -2.50  0.87  3.16
F  -2.51  -1.22  1.96
S  0.24  0.84  3.33
O  -0.30  1.09  4.63
O  0.76  1.98  2.56
F  1.56  0.00  3.87
N  7.08  -0.76  -5.06
S  6.07  0.17  -4.40
O  5.96  0.21  -2.93
O  4.87  0.38  -5.20
F  6.79  1.58  -4.60
S  6.31  -2.11  -4.60
O  4.92  -2.29  -4.95
O  6.76  -2.89  -3.45
F  6.96  -2.97  -5.78
N  4.50  -5.50  2.20
S  3.65  -4.88  1.11
O  4.18  -4.91  -0.28
O  2.69  -3.85  1.47
F  2.81  -6.17  1.09
S  5.58  -4.22  2.16
O  5.08  -2.90  2.25
O  6.76  -4.37  1.33
F  6.17  -4.36  3.61
N  0.59  2.94  -5.84
S  1.87  2.19  -5.63
O  1.89  1.14  -4.57
O  3.11  2.87  -6.01
F  1.57  1.27  -6.90
S  1.00  3.89  -4.55
O  1.78  5.07  -4.77
O  0.95  3.25  -3.21
F  -0.38  4.71  -4.45

Results of the Löwdin charge analysis, in e, for atoms 1 through 99: C 0.025; C -0.305; O 0.140; N 0.095; H 0.043; H 0.167; C 0.051; H 0.091; H 0.103; H 0.075; H 0.091; H 0.107; H 0.100; C -0.018; C -0.344; C -0.053; C -0.125; C -0.124; C -0.312; N 0.144; O 0.121; C 0.034; C 0.022; C 0.008; H 0.055; H 0.096; H 0.075; H 0.077; H 0.126; H 0.052; H 0.108; H 0.137; H 0.096; H 0.051; H 0.083; H 0.061; H 0.103; H 0.057; H 0.047; H 0.108; H 0.049; H 0.050; C -0.031; C -0.443; C -0.146; C -0.179; C -0.104; C -0.389; N -0.050; O -0.054; C -0.071; C -0.012; C -0.024; H 0.079; H 0.076; H 0.075; H 0.118; H 0.124; H 0.103; H 0.107; H 0.107; H 0.086; H 0.078; H 0.064; H 0.088; H 0.045; H 0.085; H 0.045; H 0.045; H 0.086; H 0.088; C -0.093; C -0.216; C -0.097; N -0.193; C 0.052; C -0.105; C -0.175; C -0.115; C -0.045; H 0.085; H 0.080; H 0.071; H 0.108; H 0.109; H 0.138; H 0.115; H 0.085; H 0.109; H 0.084; H 0.128; H 0.126; H 0.129; H 0.115; H 0.101; H 0.116; H 0.117; H 0.117; C -0.052